Entry 1:
A cluster of 15 separate species, C57H158N14O15 in total. Source: the OMol25 dataset; level of theory: ωB97M-V/def2-TZVPD.

Spin multiplicity = 1
Energy = -113231.31825 eV
HOMO = -8.239 eV
Molar mass = 1279.97 g/mol
LUMO level = 0.41 eV
Largest force on an atom = 3.624 eV/A

Each line ends with the Löwdin charge.
Positions of all 244 atoms, in Å:
O -4.629 4.797 5.252  -0.19
O 2.646 -4.330 -4.372  -0.20
O -0.429 -0.863 -6.369  -0.25
O -3.776 -3.375 -0.597  -0.23
O -5.676 -3.107 -4.958  -0.21
O 2.793 -4.342 1.879  -0.19
O 1.924 6.056 -0.292  -0.20
O -0.123 -0.965 1.572  -0.12
O 3.988 -0.808 -1.954  -0.23
O -3.609 -1.830 4.120  -0.21
O -2.125 4.846 -2.698  -0.18
O 2.721 3.529 3.658  -0.18
O 1.497 -3.583 6.255  -0.23
O 6.187 0.717 4.024  -0.20
O 0.968 3.351 -5.303  -0.20
N 0.415 1.689 3.733  0.06
N 0.395 -1.449 -3.708  0.05
N 1.333 0.616 -1.315  0.06
N -2.397 1.362 -1.503  0.06
N 4.568 4.012 -2.445  0.04
N 8.950 -0.747 2.038  0.00
N -3.588 4.818 7.755  0.03
N 2.203 -5.914 4.323  0.03
N -5.997 -1.503 -1.981  0.04
N 3.506 -0.652 4.855  0.08
N -0.981 3.043 -8.576  0.01
N -5.820 0.837 5.296  0.03
N -2.120 0.673 -4.756  0.06
N -3.182 -3.333 -3.730  0.07
C 7.073 -1.774 2.877  -0.07
C 0.845 5.396 0.356  -0.11
C 3.452 4.550 2.990  -0.09
C 1.478 3.960 4.130  -0.20
C -1.762 3.492 -2.488  -0.20
C 1.416 -2.399 -3.294  -0.36
C 0.230 2.955 -7.727  -0.38
C 0.863 -3.080 -2.004  -0.05
C -5.788 -2.005 -0.577  -0.35
C -5.240 -0.111 4.350  -0.41
C 0.748 2.730 4.738  -0.38
C -4.292 -2.110 -0.159  -0.18
C 2.977 1.192 0.257  -0.04
C 4.048 4.641 -1.192  -0.40
C -2.534 -3.834 -0.057  -0.07
C -2.674 2.792 -1.477  -0.39
C 2.626 1.178 -1.237  -0.41
C 1.386 1.968 5.954  -0.05
C 0.071 -6.602 3.561  -0.08
C 1.431 -6.172 3.074  -0.35
C -1.191 5.665 -3.375  -0.09
C 3.629 0.522 -2.294  -0.15
C -2.792 4.187 6.717  -0.41
C 1.362 3.564 -8.572  -0.06
C 4.958 5.748 -0.753  -0.08
C 1.506 -4.796 2.249  -0.18
C -6.587 -3.364 -0.467  -0.05
C -2.498 3.321 -0.023  -0.04
C -4.031 -0.808 5.030  -0.18
C -7.085 -3.097 -5.166  -0.10
C -3.796 3.709 5.617  -0.20
C 5.060 -1.435 -2.681  -0.09
C 2.605 5.373 -1.402  -0.14
C 2.785 -5.152 -5.603  -0.08
C 2.888 -3.006 1.475  -0.12
C -2.326 -2.411 4.427  -0.07
C -1.717 -0.575 -6.844  -0.17
C 7.534 0.682 3.498  -0.16
C -1.037 -0.151 0.950  -0.20
C 4.163 -2.955 5.412  -0.05
C -5.333 -4.347 -4.329  -0.20
C -5.597 4.452 4.267  -0.09
C -2.730 -0.209 -5.722  -0.40
C -3.252 -5.869 -4.031  -0.03
C 1.473 -3.472 -4.478  -0.17
C 7.583 -0.422 2.432  -0.44
C 0.462 -1.227 -7.363  -0.13
C 5.268 1.466 3.241  -0.10
C -4.856 0.614 3.026  -0.04
C 0.754 -3.886 7.423  -0.11
C 3.027 -2.019 5.058  -0.43
C -2.012 3.142 7.495  -0.07
C 1.910 -2.146 6.098  -0.12
C -4.014 0.478 -6.305  -0.02
C 1.342 1.996 -5.040  -0.09
C -0.105 3.577 -6.266  -0.13
C -3.801 -4.421 -4.411  -0.43
H 0.856 4.323 3.312  0.11
H 3.946 -2.782 1.614  0.08
H -2.465 -3.895 1.029  0.08
H 7.422 -2.084 3.862  0.09
H -1.585 -1.659 4.157  0.08
H 0.271 2.044 2.799  0.05
H -1.590 0.283 1.782  0.08
H 1.457 2.619 6.825  0.07
H 2.700 -2.504 4.138  0.11
H -1.694 -3.245 -0.426  0.07
H 5.733 2.428 3.021  0.08
H 2.214 1.632 0.899  0.08
H 4.140 -0.767 4.077  0.04
H -2.929 -1.127 -5.170  0.11
H 0.113 -0.448 2.345  0.04
H 0.538 -4.031 -4.429  0.11
H -3.872 4.118 8.426  0.06
H 2.225 -2.221 1.839  0.07
H -1.633 1.324 -5.355  0.05
H 2.283 1.980 -4.490  0.07
H 1.397 1.375 -5.935  0.07
H -0.643 -6.526 2.740  0.07
H 3.935 3.847 -0.454  0.09
H -1.559 0.241 -7.550  0.11
H 0.935 -4.831 1.322  0.11
H -7.435 -3.966 -5.725  0.09
H -4.615 -0.199 -6.912  0.07
H -5.735 -5.124 -4.979  0.12
H -0.767 3.436 -2.046  0.11
H -3.807 -2.572 -3.951  0.04
H 1.910 -6.895 2.413  0.13
H 3.287 5.584 3.294  0.09
H 4.561 6.375 0.047  0.08
H 5.316 -2.377 -2.195  0.09
H -3.895 -1.277 -0.738  0.10
H 2.296 -1.724 7.026  0.12
H 3.207 -5.899 4.432  0.06
H -5.849 3.392 4.236  0.05
H -3.531 -4.353 -5.465  0.13
H 0.674 1.495 -4.339  0.06
H -6.572 -3.681 0.576  0.07
H -1.354 0.229 -4.271  0.04
H -0.020 5.372 -0.306  0.07
H -3.198 -3.424 -2.724  0.05
H 2.742 6.172 -2.130  0.12
H -5.649 -4.449 -3.291  0.12
H 3.922 1.723 0.370  0.06
H -6.021 0.321 6.141  0.07
H 0.273 -2.181 -7.857  0.10
H -1.229 4.021 -8.532  0.06
H 0.779 1.218 6.461  0.07
H -2.316 -2.690 5.481  0.08
H -2.505 -4.845 -0.462  0.09
H -3.645 1.379 -6.796  0.07
H 1.046 -1.534 5.837  0.11
H -0.356 -5.923 4.299  0.07
H -2.173 -5.968 -4.146  0.07
H 0.687 5.895 1.312  0.09
H 8.091 1.535 3.113  0.12
H -2.096 -3.266 3.792  0.08
H -1.530 3.099 0.425  0.06
H -1.873 2.298 6.820  0.07
H 1.471 -0.331 -0.992  0.06
H 0.543 -1.114 -4.649  0.03
H 4.050 -3.965 5.018  0.06
H 7.119 -2.481 2.048  0.08
H -3.196 2.847 0.667  0.06
H -2.397 1.109 -2.481  0.03
H 2.412 2.198 -1.556  0.11
H -1.498 6.706 -3.282  0.09
H -3.234 3.466 4.715  0.11
H -0.210 -3.392 7.304  0.08
H -4.564 0.657 -5.381  0.07
H -7.520 -2.970 -4.175  0.08
H -5.751 1.182 2.775  0.07
H 3.164 4.654 1.943  0.06
H -1.036 3.302 -5.770  0.09
H -1.063 3.488 7.903  0.08
H 4.279 -2.940 6.495  0.09
H 1.932 4.737 -1.977  0.09
H 4.520 4.344 3.056  0.08
H -0.199 3.142 5.085  0.10
H 4.483 1.198 -2.238  0.10
H 0.577 -4.954 7.551  0.09
H -5.149 4.548 3.278  0.08
H -0.776 2.979 -9.563  0.06
H -0.168 4.658 -6.393  0.11
H 1.075 4.354 0.579  0.07
H 1.057 0.513 -2.281  0.04
H -0.522 -1.871 -3.682  0.07
H -5.872 -2.267 -2.630  0.02
H 0.466 -2.333 -1.316  0.06
H -6.741 1.120 4.993  0.07
H 1.197 4.586 -8.914  0.08
H 0.105 -3.817 -2.268  0.07
H 5.009 0.901 2.346  0.07
H -1.730 -0.634 0.261  0.06
H 4.068 -0.333 5.632  0.09
H -4.388 5.047 7.182  0.05
H -4.335 -1.270 5.969  0.12
H 2.345 1.608 5.581  0.05
H 2.150 -6.024 -5.448  0.08
H 2.430 -2.073 -3.063  0.10
H 5.954 -0.830 -2.832  0.08
H 1.679 -3.662 -1.577  0.07
H 4.035 3.359 -3.001  0.04
H 7.224 -0.134 1.444  0.14
H 1.439 -1.156 -6.885  0.09
H 3.753 -5.653 -5.601  0.07
H -2.059 -1.493 -7.321  0.13
H 1.291 -3.665 8.345  0.08
H 1.279 1.170 3.676  0.05
H -2.674 4.389 0.113  0.07
H -1.108 5.457 -4.442  0.07
H -4.214 -1.921 0.912  0.11
H 0.404 1.881 -7.651  0.09
H -2.086 4.864 6.235  0.13
H -0.557 0.660 0.402  0.03
H -2.460 2.748 8.407  0.07
H 1.868 -5.105 4.826  0.03
H 5.913 5.330 -0.436  0.08
H 5.107 -2.667 4.949  0.06
H 2.796 -2.967 0.390  0.07
H 5.478 3.594 -2.312  0.07
H 8.969 -1.451 1.314  0.06
H -3.696 -6.396 -4.876  0.07
H 9.511 -1.165 2.767  0.07
H 1.606 2.922 -9.418  0.08
H 2.738 -4.576 -6.527  0.08
H -1.435 1.217 -1.229  0.03
H -3.668 -6.152 -3.064  0.07
H -5.513 -0.702 -2.361  0.06
H 5.998 -1.658 3.018  0.04
H -3.246 -0.067 5.180  0.12
H -6.129 -4.233 -0.938  0.05
H 2.298 3.590 -8.013  0.07
H 3.229 0.256 -3.272  0.11
H -0.011 -7.597 4.000  0.08
H -6.534 5.007 4.320  0.09
H 3.210 0.172 0.564  0.07
H -6.006 -0.851 4.116  0.13
H 1.080 -3.967 2.814  0.11
H -7.477 -2.270 -5.758  0.09
H -3.961 1.233 3.099  0.07
H -6.219 -1.212 0.034  0.12
H 1.530 -2.994 -5.456  0.09
H 0.461 -0.458 -8.136  0.08
H -4.242 2.723 5.749  0.10
H -3.722 2.885 -1.764  0.14
H 1.477 4.722 4.909  0.13
H 4.814 -1.821 -3.670  0.07
H 5.027 6.446 -1.587  0.08
H -7.610 -3.265 -0.830  0.07
H 8.207 0.362 4.293  0.12
H -1.699 3.033 -3.475  0.10
H 4.326 1.685 3.742  0.07
H -4.606 -0.078 2.221  0.05
H -0.228 5.553 -2.876  0.07

Entry 2:
A structure of composition C18H40NO5P3Re. Source: the OMol25 dataset; level of theory: ωB97M-V/def2-TZVPD.

Relative energy (zero: lowest compared OMol25 entry of this formula, charge and spin) = 0.336 eV
Spin multiplicity = 2
⟨S²⟩ = 0.76
Energy = -61026.58402 eV
Total charge = +2
HOMO (spin up / spin down) = -13.696 / -13.352 eV
Molar mass = 629.65 g/mol
LUMO level (spin up / spin down) = -5.69 / -5.98 eV
Largest force on an atom = 0.586 eV/A

Each line ends with the natural charge from an NBO analysis.
Positions of all 68 atoms, in Å:
Re 0.169 0.764 -0.241  0.56
P -1.973 -1.005 2.323  1.92
P 1.497 -0.362 1.439  0.98
P 0.543 -0.797 -2.056  1.08
O -2.125 3.424 -2.354  -0.54
O -1.650 1.296 3.774  -0.51
O -1.613 0.473 1.683  -0.80
O -1.004 1.604 -1.690  -0.80
O 1.752 1.993 -0.942  -0.67
N -0.400 2.750 0.702  -0.45
C -1.604 3.217 -0.047  -0.36
C 2.109 0.603 2.876  -0.96
C -1.362 1.480 2.637  0.83
C -2.256 -1.328 -2.442  -0.60
C -2.306 -1.990 0.897  -1.04
C 1.900 -0.589 -4.587  -0.62
C -3.417 -0.947 3.357  -1.01
C 1.232 -2.494 -2.016  -0.72
C 0.740 -1.794 2.346  -0.72
C 1.399 3.403 -0.868  -0.10
C 0.419 -3.535 -1.257  -0.60
C -0.722 2.739 2.127  -0.34
C 3.048 -1.169 0.922  -0.94
C 1.710 0.038 -3.207  -0.71
C -0.516 -1.562 3.200  -0.79
C 0.750 3.671 0.467  -0.25
C -0.942 -0.972 -3.125  -0.73
C -1.603 2.761 -1.503  0.76
H -4.204 -0.385 2.850  0.29
H 2.300 4.003 -0.984  0.23
H -2.226 -2.313 -1.973  0.19
H 1.514 -2.182 3.014  0.26
H -3.761 -1.974 3.499  0.29
H 2.755 -0.002 3.513  0.25
H -2.466 -3.021 1.222  0.29
H -0.706 -1.708 -3.896  0.24
H 0.740 3.586 -1.713  0.23
H -2.517 -0.576 -1.694  0.19
H -1.708 4.301 0.009  0.24
H 0.417 4.713 0.511  0.24
H 3.661 -0.470 0.351  0.24
H 1.289 0.979 3.490  0.22
H 1.335 1.059 -3.307  0.24
H 0.187 2.836 2.723  0.27
H 0.221 -3.222 -0.231  0.17
H 2.347 -1.581 -4.536  0.21
H -0.539 -3.725 -1.743  0.22
H -3.203 -1.630 0.394  0.30
H -1.052 -0.006 -3.621  0.27
H -0.345 -0.860 4.018  0.29
H 2.570 0.035 -5.177  0.24
H 0.549 -2.580 1.615  0.24
H -3.062 -1.345 -3.175  0.25
H -1.458 -1.946 0.214  0.30
H 2.676 1.822 -0.733  0.53
H 1.483 3.510 1.258  0.22
H -2.489 2.769 0.413  0.23
H -3.197 -0.490 4.318  0.30
H 3.626 -1.513 1.780  0.25
H 1.329 -2.800 -3.059  0.25
H 0.961 -0.660 -5.133  0.22
H 2.252 -2.429 -1.631  0.23
H -0.817 -2.505 3.671  0.29
H 2.689 1.460 2.527  0.24
H -1.373 3.572 2.417  0.27
H 2.820 -2.019 0.284  0.25
H 2.674 0.109 -2.692  0.22
H 0.953 -4.483 -1.212  0.24

Entry 3:
A structure of composition C22H33ClHfIN4O3Te. Source: the OMol25 dataset; level of theory: ωB97M-V/def2-TZVPD.

Relative energy (zero: lowest compared OMol25 entry of this formula, charge and spin) = 0.198 eV
Spin multiplicity = 1
Energy = -64674.38575 eV
Total charge = +1
HOMO = -10.279 eV
Molar mass = 869.98 g/mol
LUMO level = -2.85 eV
Largest force on an atom = 0.378 eV/A

Each line ends with the natural charge from an NBO analysis.
Positions of all 66 atoms, in Å:
Hf 1.132 -0.641 0.382  2.05
I 2.193 -3.892 1.951  0.11
Te -1.239 1.179 0.037  -0.10
Cl -6.187 1.234 1.524  0.01
O -0.498 -1.589 1.559  -0.71
O -1.902 -2.022 3.857  -0.49
O 0.970 -0.327 2.561  -0.78
N 2.582 -0.042 -1.484  -0.52
N 0.062 -1.367 -1.647  -0.90
N 3.394 -0.830 1.119  -0.90
N 2.055 1.586 0.736  -0.91
C 2.726 2.233 -0.415  -0.23
C -2.882 -1.197 3.343  0.35
C -0.624 -1.479 3.973  -0.17
C 4.432 -0.300 0.213  -0.23
C -3.816 0.944 2.780  -0.21
C 3.981 -0.473 -1.230  -0.23
C -0.526 3.934 -3.357  -0.19
C -1.558 3.624 -4.232  -0.21
C -4.000 -1.853 2.824  -0.06
C -2.476 2.643 -3.884  -0.21
C 2.471 1.428 -1.678  -0.26
C -2.353 1.959 -2.681  -0.20
C -5.013 -1.081 2.279  -0.20
C -0.040 -1.114 2.634  0.81
C 0.591 -0.660 -2.831  -0.24
C 2.103 -0.695 -2.735  -0.23
C 1.659 -2.899 0.094  -1.13
C -4.916 0.305 2.251  -0.05
C -4.076 -3.352 2.856  -0.63
C -0.408 3.255 -2.151  -0.29
C -2.789 0.184 3.330  -0.31
C -1.306 2.246 -1.807  -0.26
H 1.452 1.626 -2.000  0.25
H 2.478 -3.189 -0.570  0.21
H -0.566 -0.609 4.631  0.21
H -3.206 -3.793 2.366  0.23
H 5.377 -0.829 0.342  0.23
H 4.666 0.043 -1.911  0.22
H -0.926 -1.155 -1.522  0.44
H -1.930 0.700 3.739  0.22
H 0.019 -2.254 4.397  0.25
H 4.031 -1.536 -1.465  0.22
H 0.269 -1.129 -3.762  0.22
H -4.977 -3.702 2.356  0.22
H -4.084 -3.721 3.882  0.23
H 2.590 1.702 1.591  0.40
H 1.156 2.043 0.902  0.44
H 0.148 -2.370 -1.782  0.40
H 0.780 -3.478 -0.190  0.22
H 3.140 1.750 -2.483  0.21
H 0.359 3.560 -1.450  0.20
H 3.555 -1.823 1.291  0.42
H 2.575 -0.235 -3.608  0.22
H -1.657 4.156 -5.169  0.23
H 3.789 2.329 -0.214  0.21
H 2.356 3.247 -0.566  0.23
H 3.460 -0.409 2.041  0.41
H 0.193 0.354 -2.825  0.24
H 2.417 -1.739 -2.700  0.22
H -3.297 2.409 -4.549  0.22
H 0.177 4.721 -3.602  0.22
H 4.625 0.737 0.464  0.20
H -3.076 1.196 -2.420  0.22
H -3.747 2.022 2.755  0.24
H -5.888 -1.562 1.861  0.23

Entry 4:
An isolated molecule of C5H7N. Source: the OMol25 dataset; level of theory: ωB97M-V/def2-TZVPD.

Relative energy (zero: lowest compared OMol25 entry of this formula, charge and spin) = 3.257 eV
Spin multiplicity = 1
Energy = -6785.25589 eV
HOMO = -7.184 eV
Molar mass = 81.12 g/mol
LUMO level = 0.53 eV
Largest force on an atom = 0.494 eV/A

Each line ends with the natural charge from an NBO analysis.
Positions of all 13 atoms, in Å:
N -0.891 0.466 0.545  -0.45
C -0.061 -0.107 -0.271  0.35
C -0.265 0.792 1.814  -0.27
C -0.426 -0.644 -1.612  -0.67
C 1.041 0.431 1.853  -0.24
C 1.253 -0.103 0.445  -0.58
H 1.852 0.670 -0.069  0.28
H -0.733 -1.694 -1.524  0.24
H -1.251 -0.092 -2.073  0.23
H -1.856 0.667 0.299  0.41
H 0.434 -0.615 -2.284  0.24
H 1.823 -1.032 0.335  0.25
H -0.920 1.260 2.542  0.20

Entry 5:
The ion C6H13N5 with charge +2. Source: the OMol25 dataset; level of theory: ωB97M-V/def2-TZVPD.

Relative energy (zero: lowest compared OMol25 entry of this formula, charge and spin) = 7.132 eV
Spin multiplicity = 1
Energy = -13860.52246 eV
Total charge = +2
HOMO (spin up / spin down) = -16.956 / -16.955 eV
Molar mass = 155.20 g/mol
LUMO level (spin up / spin down) = -9.01 / -9.01 eV
Largest force on an atom = 4.882 eV/A

Each line ends with the natural charge from an NBO analysis.
Positions of all 24 atoms, in Å:
N -2.841 1.775 -0.252  -0.35
N -0.220 -0.891 -0.126  -0.38
N 2.521 -0.872 0.881  -0.60
N -2.280 0.697 0.047  -0.02
N -1.455 -1.407 -0.122  -0.30
C -3.801 -1.065 0.383  -0.65
C 0.052 0.355 -0.248  0.25
C 3.833 0.302 -0.677  -0.73
C 1.438 1.022 -0.085  -0.59
C 2.579 0.077 0.064  0.52
C -2.474 -0.595 -0.035  0.41
H 1.651 -1.016 1.324  0.41
H -2.572 2.595 0.450  0.42
H 3.871 -0.242 -1.608  0.31
H 4.211 1.284 -0.918  0.30
H 3.136 -1.617 1.063  0.45
H 0.288 -1.821 -0.137  0.45
H -3.089 2.090 -1.147  0.42
H -4.182 -1.746 -0.311  0.28
H -3.640 -1.592 1.269  0.28
H 1.397 1.584 0.782  0.30
H -4.565 -0.354 0.463  0.25
H 4.595 -0.399 -0.260  0.27
H 1.548 1.836 -0.801  0.30